No. 1
A structure of composition C37H46N4O4P3PtS at a distorted geometry. Source: the OMol25 dataset; level of theory: wB97M-V/def2-TZVPD.

Computed properties:
**Kohn-Sham gap (spin up / spin down)**: 8.26 / 7.41 eV
**Energy above the lowest of the compared OMol25 structures with the same formula, charge and spin**: 17.6 kcal per mole
**Total energy**: -95211.883 eV
**HOMO level (spin up / spin down)**: -10.0941 / -11.2135 eV
**<S²>**: 2.01
**M**: 930.9 g/mol

Structure (ORCA input):
```
! RIJCOSX wB97M-V def2-TZVPD def2/J DEFGRID3
* xyz 1 3
H -3.8881 -0.2330 -2.4968
P 0.6989 -1.7271 -1.0152
C -3.6152 -2.3098 2.0400
C 4.3837 3.0334 0.2633
H -4.2181 -2.1888 2.9461
H -4.6076 3.1072 1.8613
H -3.4788 -1.8382 -1.8684
H 4.2313 -1.8757 -4.4822
C 2.0947 -0.6352 2.6660
H 1.5951 7.4930 -0.1008
C 1.3722 -1.9210 -2.6752
C 5.7385 1.0419 0.2553
H -2.8662 -5.0981 -0.5190
H -3.0187 -3.2125 2.1557
H 1.3723 -2.6348 2.3304
H 1.6234 -3.3128 4.6941
C 1.7423 -1.9254 3.0623
C 0.4600 -2.1538 -3.7033
Pt 0.0181 0.5480 -0.3687
H 6.7061 0.5664 0.1561
H 3.4367 -1.5861 -2.1653
N -2.7268 -1.1731 1.8137
H 2.2801 2.7369 0.5823
C 1.7215 5.4575 -2.1312
C 0.9467 -4.4542 -0.5317
H -0.6016 -2.2264 -3.4820
H -5.6688 -1.7186 -0.5570
O 1.3496 1.6342 -4.1562
H 2.0197 -4.2950 -0.5809
C 0.0584 -3.3914 -0.6975
H -2.1844 -0.8357 3.8476
C 2.3525 -1.3954 5.3292
C -1.3108 -3.6220 -0.6882
H 4.7174 -0.8001 0.6373
H 2.6155 -2.2755 -6.3060
C 0.7331 5.8797 -1.2385
C 2.7298 -1.8137 -2.9558
H -5.7191 2.1598 0.8556
H -1.0880 -1.8704 2.9166
H -1.2927 -6.9705 -0.1838
C -0.2512 3.6720 -1.3417
C 1.8807 -2.3042 4.3915
C 3.3695 0.8848 0.6390
C -4.6719 2.2788 1.1541
C 2.5648 0.2767 3.6141
N -4.1546 1.0572 1.7758
H 2.4887 6.1584 -2.4452
C 2.6936 -0.1053 4.9404
C -3.3939 -0.7612 -1.6790
H 1.1477 -6.5609 -0.2023
H -0.1710 7.5100 -0.1482
H -2.3451 -0.4813 -1.6910
C -5.4558 -0.6673 -0.3410
C -0.9148 -5.9651 -0.3261
C -1.7982 -4.9123 -0.5108
P 1.8872 -0.0999 0.9485
C 3.2557 2.2655 0.5129
P -3.1647 0.1095 0.8828
S 0.8282 1.6155 -2.8286
C 0.9080 -2.2850 -5.0077
O 1.7271 0.9230 -1.8378
H -1.9920 -2.7877 -0.8245
H -4.3889 -0.2511 3.4007
C 4.6141 0.2736 0.5175
H -1.0978 -0.1232 2.6409
H -1.0486 2.9946 -1.0581
H 2.8462 1.2790 3.3106
H -5.9916 -0.0592 -1.0743
C 2.2654 -2.1879 -5.2850
H -4.0845 2.5370 0.2748
C 5.6217 2.4208 0.1279
H 6.5009 3.0187 -0.0789
H 2.4563 -1.6928 6.3657
C 1.7318 4.1668 -2.6303
H -4.8407 1.4218 3.7134
H 3.0700 0.6006 5.6711
C 0.4588 -5.7355 -0.3359
H 4.2921 4.1078 0.1609
C 0.7416 3.2751 -2.2269
C -4.8639 0.6261 2.9677
C 3.1745 -1.9604 -4.2616
H -1.0246 5.2879 -0.1665
H 0.1995 -2.4517 -5.8088
H 2.7820 -2.1613 0.1082
H -5.9132 0.3905 2.7593
C 0.7245 7.2991 -0.7314
C -1.7234 -0.9835 2.8649
O -1.9548 0.9193 0.4780
H 0.7636 8.0041 -1.5633
H -5.8490 -0.4357 0.6476
N -4.0210 -0.4035 -0.4101
N 1.9710 -1.5580 0.0881
C -0.2438 4.9705 -0.8490
O -0.5256 1.0380 -2.6641
H 2.4925 3.8370 -3.3294
H -4.2854 -2.4499 1.1922
*
```

And the Mulliken charges, in e, turn out to be: number 1, H, carries 0.446; number 2, P, carries -1.291; number 3, C, carries -1.097; number 4, C, carries -0.718; number 5, H, carries 0.340; number 6, H, carries 0.377; number 7, H, carries 0.353; number 8, H, carries 0.438; number 9, C, carries 0.671; number 10, H, carries 0.312; number 11, C, carries 0.787; number 12, C, carries -0.787; number 13, H, carries 0.505; number 14, H, carries 0.342; number 15, H, carries 0.390; number 16, H, carries 0.437; number 17, C, carries -0.560; number 18, C, carries -0.652; number 19, Pt, carries 3.886; number 20, H, carries 0.445; number 21, H, carries 0.253; number 22, N, carries 1.131; number 23, H, carries 0.429; number 24, C, carries -0.713; number 25, C, carries -0.680; number 26, H, carries 0.251; number 27, H, carries 0.384; number 28, O, carries -0.685; number 29, H, carries 0.325; number 30, C, carries 0.921; number 31, H, carries 0.325; number 32, C, carries -0.562; number 33, C, carries 0.226; number 34, H, carries 0.343; number 35, H, carries 0.395; number 36, C, carries 1.067; number 37, C, carries -0.483; number 38, H, carries 0.308; number 39, H, carries 0.406; number 40, H, carries 0.400; number 41, C, carries -0.719; number 42, C, carries -0.582; number 43, C, carries 0.459; number 44, C, carries -1.045; number 45, C, carries -0.928; number 46, N, carries 0.384; number 47, H, carries 0.418; number 48, C, carries -0.662; number 49, C, carries -1.189; number 50, H, carries 0.441; number 51, H, carries 0.354; number 52, H, carries 0.018; number 53, C, carries -1.183; number 54, C, carries -0.623; number 55, C, carries -0.605; number 56, P, carries 0.129; number 57, C, carries -0.123; number 58, P, carries -0.510; number 59, S, carries 1.405; number 60, C, carries -0.607; number 61, O, carries -0.600; number 62, H, carries 0.202; number 63, H, carries 0.106; number 64, C, carries -0.493; number 65, H, carries 0.378; number 66, H, carries 0.543; number 67, H, carries 0.431; number 68, H, carries 0.304; number 69, C, carries -0.641; number 70, H, carries 0.220; number 71, C, carries -0.598; number 72, H, carries 0.406; number 73, H, carries 0.402; number 74, C, carries -0.690; number 75, H, carries 0.312; number 76, H, carries 0.429; number 77, C, carries -0.694; number 78, H, carries 0.473; number 79, C, carries 0.054; number 80, C, carries -0.811; number 81, C, carries -0.663; number 82, H, carries 0.370; number 83, H, carries 0.436; number 84, H, carries 0.429; number 85, H, carries 0.316; number 86, C, carries -1.481; number 87, C, carries -1.480; number 88, O, carries -1.063; number 89, H, carries 0.370; number 90, H, carries 0.296; number 91, N, carries 0.860; number 92, N, carries 0.258; number 93, C, carries -0.879; number 94, O, carries -0.779; number 95, H, carries 0.505; number 96, H, carries 0.274



No. 2
A structure of composition H20O10Sr at a distorted geometry. Source: the OMol25 dataset; level of theory: wB97M-V/def2-TZVPD.

Computed properties:
**Kohn-Sham gap**: 11.85 eV
**Energy above the lowest of the compared OMol25 structures with the same formula, charge and spin**: 8.2 kcal per mole
**Total energy**: -21625.911 eV
**HOMO level**: -18.0619 eV
**M**: 267.8 g/mol

Structure (ORCA input):
```
! RIJCOSX wB97M-V def2-TZVPD def2/J DEFGRID3
* xyz 2 1
O 1.4986 -0.4975 2.1127
Sr 0.0696 -0.0015 0.1097
H -3.0184 -0.5415 -0.9493
H 2.7526 -2.1265 -0.1193
O -1.1294 2.6295 -0.4053
O 1.8316 -2.2495 -0.2263
H 1.1766 3.0135 1.2087
H 0.4006 1.0795 -3.1803
H -0.4714 -0.0095 -2.6773
H -1.4914 -2.0855 -1.9603
H 2.2206 2.3195 0.2517
H -0.4984 -2.8335 1.4187
H 1.7046 -3.1295 0.0517
H -1.8634 2.5855 -0.9833
H -3.2234 0.7445 -0.1153
H -0.6394 3.4055 -0.6983
O -0.8744 -1.9855 1.4187
O 1.3596 2.2105 0.7157
O -1.3174 1.2045 2.3557
H 2.4586 1.1225 -1.6653
H 1.4326 -1.4255 2.3017
H -1.5404 -2.0315 2.1217
O -2.6054 0.0165 -0.2423
O 2.5566 0.3655 -1.1153
H -1.6214 0.6955 3.1257
O -0.0664 0.8035 -2.4103
H -2.1684 1.3525 1.9017
H -0.0354 -2.4175 -1.8873
H 2.7226 -0.3395 -1.7503
O -0.6924 -1.8585 -1.4993
H 1.0706 -0.0155 2.7917
*
```

And the Mulliken charges, in e, turn out to be: number 1, O, carries -0.568; number 2, Sr, carries 1.556; number 3, H, carries 0.253; number 4, H, carries 0.273; number 5, O, carries -0.478; number 6, O, carries -0.439; number 7, H, carries 0.252; number 8, H, carries 0.267; number 9, H, carries 0.307; number 10, H, carries 0.233; number 11, H, carries 0.246; number 12, H, carries 0.225; number 13, H, carries 0.238; number 14, H, carries 0.277; number 15, H, carries 0.292; number 16, H, carries 0.263; number 17, O, carries -0.403; number 18, O, carries -0.471; number 19, O, carries -0.527; number 20, H, carries 0.292; number 21, H, carries 0.306; number 22, H, carries 0.243; number 23, O, carries -0.531; number 24, O, carries -0.573; number 25, H, carries 0.309; number 26, O, carries -0.496; number 27, H, carries 0.275; number 28, H, carries 0.231; number 29, H, carries 0.303; number 30, O, carries -0.452; number 31, H, carries 0.295



No. 3
A structure of composition C33H57CoFN2O2Si at a distorted geometry. Source: the OMol25 dataset; level of theory: wB97M-V/def2-TZVPD.

Computed properties:
**Kohn-Sham gap (spin up / spin down)**: 8.14 / 8.28 eV
**Energy above the lowest of the compared OMol25 structures with the same formula, charge and spin**: 0.0 kcal per mole
**Total energy**: -90442.563 eV
**HOMO level (spin up / spin down)**: -7.6816 / -7.8901 eV
**<S²>**: 3.77
**M**: 619.8 g/mol

Structure (ORCA input):
```
! RIJCOSX wB97M-V def2-TZVPD def2/J DEFGRID3
* xyz 0 4
H -2.7588 2.2552 4.2119
H -2.0314 2.9401 -3.5836
H 4.5517 -0.9736 2.5468
H -4.0614 1.4615 2.5820
H 7.7659 -0.6737 -0.7763
C -2.2229 -2.1440 1.4394
O 3.9418 0.2058 -2.4518
H 4.9555 1.5395 2.5371
H 1.5379 -1.6638 2.8896
H -0.8830 1.9585 -5.6004
H -2.8297 2.7614 -1.4648
H -1.8804 1.7884 -0.3390
C 5.6706 0.8154 2.9359
H 3.5989 -4.0187 0.9057
H 2.3455 -2.0319 -2.4415
H 7.5803 -2.4318 -0.8619
C -3.4784 0.5895 2.2634
H -4.1651 -0.8212 -2.2501
C -2.6546 -1.7189 -0.9862
H -4.4733 -2.4867 -1.7539
C 3.0460 -3.1819 1.3597
C 0.7655 -1.7360 3.6611
H 6.6861 1.1925 2.7869
H -0.1758 -3.2939 -0.9557
H 5.8442 1.4247 -0.6564
H 0.0609 -2.4321 -4.5445
C 2.9027 -2.5059 -1.6258
C 5.5215 -0.5300 2.2594
C 5.9271 -1.4712 0.0552
H -3.1097 -3.8219 2.3892
H 3.0632 1.9806 -1.7707
H -3.4491 -2.2881 3.2089
H 3.6004 0.7599 -0.5627
C -0.1231 -0.5425 3.6672
H 2.3974 -3.6064 2.1383
C 0.5334 -3.5211 -0.1475
C 3.9619 0.6280 -3.8222
F 0.0089 1.6357 1.0953
H 4.0869 -0.3012 -4.3935
H 2.7586 2.4076 -4.0213
H 5.6624 2.2458 -2.2510
H 5.4986 0.7075 4.0086
C -1.2018 -0.4073 2.7649
C -0.8042 1.5054 4.7731
C 1.6646 -0.4984 0.4832
H 1.9280 0.2550 -0.2731
C -1.0400 1.3617 -4.6932
C -1.8384 1.1476 -2.4109
H 5.3962 -1.3203 -0.8897
H -1.2127 -2.8716 -3.3915
Co -0.2357 -0.9338 0.0376
C 5.1756 2.0109 -1.2986
H -3.3012 0.6868 1.1834
N -1.5554 -0.9772 -1.2113
H 0.2161 -2.6742 3.5123
H -3.4354 1.1698 -0.9549
H 3.8971 -2.0529 -1.6037
C -0.7813 -0.7611 -3.5348
O 5.5587 -0.3443 0.8462
H -1.8514 -3.0558 3.3841
H 0.4122 -2.4327 -2.8216
C 2.7013 1.3415 -4.2719
C 7.4130 -1.5561 -0.2314
H 6.3347 -1.2044 2.5822
C -0.3622 -2.1964 -3.5604
C -0.6100 0.0342 -4.6684
H -0.0275 -3.6584 0.7860
H 2.6086 1.2504 -5.3573
H 2.1166 -0.2188 1.4400
H 1.8007 0.9083 -3.8230
N -1.2750 -1.1861 1.5736
H 3.0296 -3.5726 -1.8591
H 5.5788 -2.4065 0.5221
H -0.6024 2.2984 5.4946
C -2.8253 -2.4307 0.2120
H 0.3716 0.7070 1.0959
H 7.9849 -1.6812 0.6916
C 3.8690 1.2742 -1.4941
H 1.0253 0.4266 5.1890
C -2.6720 -2.8597 2.6789
H -0.1368 -0.4250 -5.5419
C -1.3801 -0.1856 -2.3943
H 4.9713 2.9455 -0.7700
C -1.6652 1.9083 -3.5693
H -3.6046 -3.1924 0.2127
H 0.9981 -4.4870 -0.3952
C -3.6857 -1.7953 -2.0696
C -1.9869 1.5046 4.0370
Si 2.0119 -2.3306 0.0221
C -2.2008 0.5590 3.0337
H -3.2788 -2.1610 -3.0239
H 4.8313 1.2859 -3.9904
C -2.5318 1.7354 -1.2218
C 0.1123 0.4733 4.5958
H 3.7815 -2.5288 1.8425
H 1.2871 -1.7852 4.6247
H -4.0886 -0.3089 2.4377
*
```

And the Mulliken charges, in e, turn out to be: number 1, H, carries 0.385; number 2, H, carries 0.402; number 3, H, carries -0.103; number 4, H, carries 0.447; number 5, H, carries 0.329; number 6, C, carries 1.243; number 7, O, carries -0.146; number 8, H, carries 0.296; number 9, H, carries -0.609; number 10, H, carries 0.424; number 11, H, carries 0.510; number 12, H, carries 0.120; number 13, C, carries -1.494; number 14, H, carries 0.413; number 15, H, carries 0.059; number 16, H, carries 0.441; number 17, C, carries -1.275; number 18, H, carries 0.237; number 19, C, carries 1.689; number 20, H, carries 0.550; number 21, C, carries -1.170; number 22, C, carries -0.373; number 23, H, carries 0.332; number 24, H, carries 0.282; number 25, H, carries 0.134; number 26, H, carries 0.439; number 27, C, carries -0.976; number 28, C, carries 0.270; number 29, C, carries 0.805; number 30, H, carries 0.551; number 31, H, carries 0.376; number 32, H, carries 0.202; number 33, H, carries -0.262; number 34, C, carries 0.761; number 35, H, carries 0.374; number 36, C, carries -1.270; number 37, C, carries -0.459; number 38, F, carries -0.636; number 39, H, carries 0.401; number 40, H, carries 0.371; number 41, H, carries 0.280; number 42, H, carries 0.433; number 43, C, carries -1.309; number 44, C, carries -0.905; number 45, C, carries -0.526; number 46, H, carries 0.789; number 47, C, carries -0.846; number 48, C, carries 1.102; number 49, H, carries -0.455; number 50, H, carries 0.271; number 51, Co, carries -1.029; number 52, C, carries -1.099; number 53, H, carries -0.029; number 54, N, carries 1.375; number 55, H, carries 0.036; number 56, H, carries 0.201; number 57, H, carries -0.067; number 58, C, carries 1.530; number 59, O, carries -0.162; number 60, H, carries 0.161; number 61, H, carries -0.195; number 62, C, carries -0.869; number 63, C, carries -1.543; number 64, H, carries 0.362; number 65, C, carries -0.982; number 66, C, carries -1.122; number 67, H, carries 0.194; number 68, H, carries 0.422; number 69, H, carries 0.957; number 70, H, carries 0.037; number 71, N, carries 2.067; number 72, H, carries 0.514; number 73, H, carries 0.191; number 74, H, carries 0.370; number 75, C, carries -2.399; number 76, H, carries 0.364; number 77, H, carries 0.338; number 78, C, carries 0.478; number 79, H, carries 0.445; number 80, C, carries -1.575; number 81, H, carries 0.354; number 82, C, carries -1.298; number 83, H, carries 0.369; number 84, C, carries -1.228; number 85, H, carries 0.420; number 86, H, carries 0.623; number 87, C, carries -1.594; number 88, C, carries -0.960; number 89, Si, carries 0.731; number 90, C, carries 1.580; number 91, H, carries 0.226; number 92, H, carries 0.209; number 93, C, carries -1.005; number 94, C, carries -1.148; number 95, H, carries 0.072; number 96, H, carries 0.557; number 97, H, carries 0.221



Among the records above, which one has the lowest total energy?
C37H46N4O4P3PtS